DFT (ωB97M-V/def2-TZVPD) results for a cluster of 12 separate species, C36H102N6O12 in total at a distorted geometry.

Positions of all 156 atoms, in Å:
1 C -18.433 -6.725 -8.113
2 C -17.394 -6.917 -7.018
3 O -18.068 -6.838 -5.771
4 H -18.844 -5.716 -8.067
5 H -19.246 -7.451 -8.090
6 H -17.969 -6.660 -9.098
7 H -16.519 -6.267 -7.008
8 H -17.090 -7.960 -7.113
9 H -18.576 -6.038 -5.615
10 C -14.753 -3.753 -9.228
11 C -16.322 -3.943 -9.199
12 O -16.816 -2.828 -8.494
13 H -14.290 -4.581 -9.765
14 H -14.346 -3.789 -8.218
15 H -14.477 -2.794 -9.666
16 H -16.678 -4.762 -8.574
17 H -16.742 -4.045 -10.200
18 H -17.774 -2.886 -8.490
19 C -13.746 -7.821 -7.610
20 C -14.353 -9.225 -7.861
21 O -13.854 -9.795 -9.087
22 H -12.668 -7.922 -7.487
23 H -14.126 -7.370 -6.693
24 H -13.800 -7.196 -8.501
25 H -15.432 -9.075 -7.874
26 H -14.161 -9.813 -6.963
27 H -14.534 -10.303 -9.537
28 C -17.946 -3.237 -13.807
29 C -17.549 -1.938 -14.450
30 O -18.252 -1.817 -15.681
31 H -18.029 -4.039 -14.540
32 H -18.904 -3.154 -13.294
33 H -17.211 -3.594 -13.086
34 H -16.472 -1.869 -14.602
35 H -17.857 -1.177 -13.733
36 H -17.823 -2.369 -16.339
37 C -15.488 1.595 -7.774
38 C -14.869 0.505 -8.682
39 O -15.944 -0.159 -9.349
40 H -16.202 1.183 -7.061
41 H -16.094 2.373 -8.240
42 H -14.770 2.034 -7.082
43 H -14.283 -0.258 -8.169
44 H -14.200 0.856 -9.469
45 H -16.215 -0.995 -8.963
46 C -11.768 -1.094 -9.560
47 C -10.528 -1.822 -9.911
48 O -10.608 -2.971 -9.184
49 H -11.857 -1.076 -8.474
50 H -12.649 -1.658 -9.867
51 H -11.696 -0.079 -9.952
52 H -9.647 -1.208 -9.726
53 H -10.564 -1.973 -10.990
54 H -9.716 -3.327 -9.193
55 C -14.477 -8.419 -15.341
56 C -14.126 -8.364 -13.804
57 C -15.305 -8.056 -12.793
58 O -15.968 -6.844 -13.162
59 C -17.194 -6.753 -12.437
60 N -13.279 -9.540 -13.467
61 H -13.533 -8.616 -15.849
62 H -14.856 -7.453 -15.674
63 H -15.110 -9.254 -15.643
64 H -13.455 -7.521 -13.639
65 H -15.030 -8.031 -11.739
66 H -16.033 -8.859 -12.907
67 H -17.754 -5.860 -12.713
68 H -17.039 -6.626 -11.366
69 H -17.841 -7.612 -12.614
70 H -13.841 -10.349 -13.245
71 H -12.936 -9.295 -12.549
72 C -12.314 -0.426 -15.472
73 C -12.387 -1.855 -15.032
74 C -13.495 -2.192 -13.957
75 O -13.295 -3.582 -13.570
76 C -13.928 -4.005 -12.400
77 N -12.634 -2.658 -16.277
78 H -11.944 0.217 -14.673
79 H -13.283 -0.073 -15.825
80 H -11.574 -0.300 -16.262
81 H -11.419 -2.175 -14.647
82 H -14.480 -2.088 -14.413
83 H -13.338 -1.503 -13.127
84 H -13.267 -3.754 -11.570
85 H -13.965 -5.084 -12.553
86 H -14.924 -3.631 -12.167
87 H -12.702 -3.555 -15.818
88 H -11.749 -2.699 -16.761
89 C -18.764 -1.517 -10.679
90 C -19.854 -2.325 -10.012
91 C -20.071 -3.739 -10.693
92 O -20.702 -3.486 -11.946
93 C -21.045 -4.672 -12.700
94 N -19.476 -2.396 -8.573
95 H -17.883 -2.151 -10.779
96 H -18.507 -0.517 -10.332
97 H -19.018 -1.389 -11.731
98 H -20.825 -1.845 -10.134
99 H -20.632 -4.373 -10.006
100 H -19.104 -4.229 -10.810
101 H -21.676 -4.336 -13.522
102 H -21.647 -5.286 -12.030
103 H -20.142 -5.199 -13.008
104 H -20.286 -2.673 -8.038
105 H -19.438 -1.408 -8.369
106 C -14.825 -5.030 -4.037
107 C -13.556 -4.272 -3.630
108 C -12.825 -3.722 -4.844
109 O -12.385 -4.800 -5.650
110 C -11.507 -4.328 -6.640
111 N -14.067 -3.242 -2.735
112 H -14.707 -5.826 -4.772
113 H -15.559 -4.322 -4.423
114 H -15.220 -5.455 -3.114
115 H -12.866 -4.966 -3.150
116 H -11.966 -3.118 -4.555
117 H -13.467 -3.152 -5.516
118 H -11.833 -3.451 -7.199
119 H -11.416 -5.208 -7.277
120 H -10.563 -4.070 -6.160
121 H -14.548 -3.805 -2.047
122 H -14.772 -2.700 -3.213
123 C -18.204 -3.745 -3.192
124 C -19.461 -3.594 -4.055
125 C -19.865 -2.149 -4.091
126 O -19.892 -1.503 -2.841
127 C -20.909 -1.966 -2.017
128 N -19.301 -4.105 -5.465
129 H -18.298 -3.544 -2.125
130 H -17.360 -3.109 -3.459
131 H -17.823 -4.762 -3.282
132 H -20.197 -4.237 -3.570
133 H -20.774 -1.965 -4.664
134 H -19.131 -1.589 -4.670
135 H -20.846 -3.038 -1.826
136 H -21.849 -1.729 -2.514
137 H -20.931 -1.428 -1.069
138 H -18.504 -3.626 -5.860
139 H -20.129 -3.842 -5.981
140 C -14.351 0.945 -3.778
141 C -15.749 0.715 -3.282
142 C -16.138 -0.801 -3.023
143 O -15.801 -1.650 -4.134
144 C -16.450 -1.247 -5.399
145 N -16.017 1.601 -2.146
146 H -14.154 2.014 -3.864
147 H -14.168 0.305 -4.641
148 H -13.670 0.689 -2.967
149 H -16.411 1.095 -4.060
150 H -17.206 -0.909 -2.839
151 H -15.669 -1.082 -2.080
152 H -15.765 -0.962 -6.197
153 H -17.309 -0.588 -5.272
154 H -16.774 -2.221 -5.766
155 H -16.925 1.262 -1.863
156 H -15.401 1.368 -1.381

Cartesian forces, eV/Å:
C 0.665 1.361 -0.767
C -1.714 -0.533 0.508
O 0.576 -1.136 0.740
H -0.417 0.130 0.465
H 0.260 -0.039 0.110
H 0.119 -0.680 -0.268
H -0.016 0.150 -0.484
H 0.462 0.065 0.286
H -0.034 0.736 -0.526
C -1.382 -0.993 0.211
C 1.695 0.398 1.047
O 0.722 0.946 -0.104
H 0.066 0.132 -0.153
H -0.181 0.057 0.153
H -0.236 -0.108 -0.165
H 0.681 -0.775 -0.517
H -0.001 0.144 -0.278
H -0.959 0.263 0.195
C 0.891 -1.073 -0.618
C -0.201 1.336 0.082
O 0.074 0.405 0.704
H 0.145 -0.154 0.280
H -0.207 0.117 -0.260
H -0.662 0.229 0.135
H -0.165 -0.297 -0.402
H 0.300 -0.534 -0.259
H -0.136 0.000 0.273
C 0.127 -0.990 0.430
C -0.240 -0.618 0.027
O -0.133 0.845 0.110
H 0.025 0.000 -0.197
H 0.020 0.061 -0.125
H 0.152 0.147 0.223
H -0.007 0.072 -0.035
H 0.027 0.574 -0.584
H 0.102 -0.061 0.057
C 0.406 -0.371 0.815
C -1.377 -0.261 0.021
O -0.072 0.545 -0.889
H -0.088 -0.699 -0.146
H 0.532 -0.024 -0.636
H 0.379 0.352 -0.353
H 0.066 0.225 0.648
H -0.119 0.539 0.091
H 0.193 -0.451 0.447
C -0.468 0.829 0.600
C -0.700 1.575 -1.288
O 1.260 -1.900 0.649
H 0.141 0.385 0.152
H -0.003 0.296 -0.498
H -0.613 0.023 -0.043
H 0.233 -0.056 0.371
H 0.289 -0.432 -0.359
H -0.040 -0.659 0.245
C 0.572 0.235 1.289
C -0.203 0.273 -0.243
C -0.126 -0.612 -1.827
O -0.380 -0.234 0.543
C 0.116 0.554 -0.151
N -0.763 0.818 0.730
H 0.097 0.194 0.041
H -0.251 -0.208 -0.051
H -0.404 0.138 0.335
H 0.133 0.200 -0.438
H 0.557 0.070 0.085
H -0.216 -0.394 0.096
H 0.268 0.051 -0.497
H 0.300 -0.337 0.295
H 0.047 -0.226 -0.013
H -0.431 -0.356 -0.400
H 0.699 -0.139 0.300
C 0.139 0.778 0.592
C -0.678 -0.670 -0.571
C 1.716 -0.726 -1.009
O -0.221 1.877 -1.396
C 0.820 -0.617 0.227
N -0.239 -0.088 1.592
H -0.265 0.169 0.210
H 0.045 0.066 -0.035
H -0.139 -0.206 -0.221
H 0.050 0.116 0.580
H -0.062 0.171 0.123
H -0.250 -0.066 0.310
H -0.111 -0.102 0.342
H -0.292 -0.091 0.590
H -0.183 0.275 -0.456
H -0.321 -0.931 -0.657
H 0.148 0.062 -0.326
C 0.107 -0.642 -1.905
C -0.234 -0.695 -0.403
C 0.559 1.548 0.263
O 0.054 -0.487 0.349
C -0.121 0.937 1.301
N -0.971 0.029 -0.553
H 0.374 0.261 0.509
H -0.133 -0.260 0.591
H -0.382 0.172 -0.093
H -0.106 0.237 0.055
H -0.574 -0.124 -0.114
H 0.318 -0.122 -0.272
H 0.347 -0.111 -0.093
H -0.032 -0.431 -0.167
H -0.068 -0.064 -0.235
H -0.214 -0.507 0.161
H 0.546 0.327 0.537
C 0.289 -0.636 -0.329
C -1.098 -0.126 -1.335
C -0.159 -0.297 -0.141
O -0.326 0.139 0.493
C 0.123 -0.941 0.181
N 1.464 -0.058 0.916
H 0.174 -0.090 0.011
H 0.004 0.041 -0.055
H -0.282 -0.228 -0.110
H 0.050 0.190 0.374
H 0.075 0.239 0.213
H -0.391 0.658 0.338
H -0.423 -0.102 0.006
H 0.474 0.393 -0.447
H 0.397 0.012 -0.170
H -0.191 0.429 0.550
H 0.204 -0.248 -0.187
C 0.882 -0.574 -0.351
C 0.468 -0.620 0.077
C 0.215 1.079 -0.259
O 0.779 0.224 -0.068
C -0.969 0.136 0.116
N 0.253 0.063 1.679
H -0.758 -0.027 -0.047
H -0.204 0.153 -0.558
H -0.089 -0.161 0.003
H -0.375 0.125 -0.222
H -0.702 -0.252 0.182
H 0.367 -0.148 0.029
H -0.010 -0.093 0.092
H -0.476 -0.301 0.057
H 0.407 0.009 -0.059
H 0.112 0.152 -0.410
H -0.037 0.004 -0.219
C 0.362 -0.480 0.973
C -0.564 -0.100 -0.428
C 0.209 1.706 -0.669
O -0.485 1.706 -0.572
C 0.347 -2.090 0.733
N -0.488 -0.898 -0.231
H -0.285 -0.034 -0.810
H 0.389 0.451 -0.107
H 0.303 -0.572 -0.029
H -0.238 -0.126 -0.194
H -0.340 0.336 -0.033
H 0.568 -0.643 -0.346
H 0.332 0.715 0.539
H 0.300 0.119 0.098
H -0.543 0.056 -0.211
H -0.489 0.553 0.664
H 0.297 -0.053 0.235

LUMO level: 0.22 eV
SMILES: COC[C@H](C)N.COC[C@H](C)N.COC[C@H](C)N.COC[C@H](C)N.COC[C@H](C)N.COC[C@H](C)N.CCO.CCO.CCO.CCO.CCO.CCO
Calculated total energy: -2663.95152 a.u.
Highest occupied orbital energy: -0.3204 hartree
ΔE to the lowest compared entry with this formula, charge and spin: 3.348 eV
Maximum force: 2.37 eV/A